1.
DFT (ωB97M-V/def2-TZVPD) results for a molecular structure, C16H22F6N3O12PTi.

Structure (XYZ):
```
61
Properties=species:S:1:pos:R:3:lowdin_spin:R:1
Ti -0.34 0.31 0.53 0.970
C 1.80 -1.93 1.00 0.001
C 0.50 -2.69 1.06 0.000
O -0.51 -1.91 0.39 0.014
C -1.82 -2.40 0.78 0.001
C -2.86 -1.48 0.23 0.001
O -2.47 -0.16 0.62 -0.001
C -3.49 0.83 0.46 0.000
C -2.83 2.16 0.14 0.001
O -1.52 2.12 0.73 0.006
C -0.79 3.35 0.64 0.001
C 0.37 3.16 1.58 0.000
O 1.00 1.92 1.21 0.007
C 1.99 1.52 2.19 0.001
C 2.59 0.24 1.71 0.000
O 1.47 -0.61 1.44 0.003
H 2.23 -1.90 0.00 0.000
H 2.52 -2.38 1.69 0.000
H 0.20 -2.81 2.10 0.000
H 0.58 -3.66 0.58 0.000
H -1.87 -2.41 1.87 0.000
H -1.95 -3.41 0.38 0.000
H -3.83 -1.73 0.69 0.000
H -2.94 -1.52 -0.86 0.000
H -4.05 0.88 1.40 0.000
H -4.15 0.54 -0.36 0.000
H -3.38 2.98 0.58 0.000
H -2.72 2.31 -0.94 0.001
H -1.41 4.17 0.98 0.000
H -0.47 3.52 -0.39 0.000
H 0.01 3.07 2.61 0.000
H 1.09 3.97 1.50 0.000
H 1.49 1.40 3.15 0.000
H 2.75 2.30 2.26 0.000
H 3.20 -0.22 2.49 0.000
H 3.17 0.37 0.80 0.000
O 2.71 -1.81 -6.66 0.026
N 1.62 -1.72 -6.15 0.017
O 0.56 -2.04 -6.64 0.023
C 1.58 -1.17 -4.77 0.240
C 0.32 -0.99 -4.18 0.056
C 0.26 -0.48 -2.91 0.130
C 1.48 -0.19 -2.17 0.102
O 1.49 0.19 -0.98 0.298
C 2.71 -0.39 -2.88 0.173
C 2.79 -0.87 -4.16 0.031
N 3.93 -0.11 -2.13 0.002
O 4.20 -0.88 -1.23 0.019
O 4.56 0.87 -2.45 0.015
N -0.97 -0.24 -2.29 0.336
O -2.03 -0.65 -2.80 0.429
O -0.98 0.70 -1.34 0.080
H -0.58 -1.23 -4.72 0.002
H 3.72 -1.01 -4.68 -0.002
F -0.71 0.12 2.54 0.017
P -1.61 0.31 4.07 0.000
F -0.58 -0.76 4.66 0.000
F -2.55 -0.88 3.54 0.000
F -2.39 0.48 5.42 0.000
F -0.57 1.49 4.39 0.000
F -2.53 1.36 3.28 0.000
```

As for the charge: +1. Its spin multiplicity is 4. The HOMO-LUMO gap (spin up / spin down) is 7.0 / 6.7 eV. For the energy above the lowest of the compared OMol25 structures with the same formula, charge and spin, the calculation gives 1.1 kJ/mol.



2.
DFT (ωB97M-V/def2-TZVPD) results for a molecular structure, C16H22InN4O4PS at a distorted geometry.

Structure (XYZ):
```
49
Properties=species:S:1:pos:R:3:nbo_charge:R:1
In -0.14 0.69 0.06 1.406
C 3.11 -0.41 -2.16 -0.668
C 3.06 -0.27 -0.69 0.435
N 1.97 -0.13 0.05 -0.577
C 2.37 -0.03 1.36 -0.010
C 3.74 -0.13 1.41 0.050
N 4.14 -0.28 0.10 -0.469
C 4.66 0.22 2.55 0.766
O 5.70 -0.57 2.77 -0.633
O 4.46 1.24 3.15 -0.486
C 1.37 0.08 2.47 0.759
O 1.61 -0.28 3.58 -0.502
O 0.22 0.60 2.09 -0.892
H 2.10 -0.42 -2.58 0.239
H 3.63 -1.34 -2.43 0.265
H 3.67 0.41 -2.60 0.262
H 5.10 -0.29 -0.22 0.454
H 5.71 -1.41 2.29 0.503
C -3.43 1.00 1.01 -0.958
P -2.63 -0.26 -0.03 1.003
C -3.43 -0.16 -1.67 -0.947
C -3.00 -1.87 0.72 -0.942
H -4.50 0.80 1.10 0.278
H -3.29 1.99 0.57 0.264
H -2.99 0.97 2.01 0.270
H -4.50 -0.24 -1.54 0.275
H -3.08 -0.97 -2.31 0.273
H -3.19 0.79 -2.13 0.266
H -4.08 -1.95 0.82 0.275
H -2.53 -1.94 1.70 0.279
H -2.64 -2.69 0.09 0.274
N -0.54 3.37 2.17 -0.763
C -0.30 4.01 1.03 0.389
S -0.23 3.16 -0.50 -0.189
N -0.18 5.32 1.04 -0.516
C -0.01 6.28 0.01 0.089
C 0.58 7.49 0.40 -0.220
C 0.76 8.50 -0.52 -0.172
C 0.36 8.32 -1.84 -0.177
C -0.22 7.12 -2.22 -0.196
C -0.43 6.11 -1.30 -0.191
H -0.42 2.36 2.27 0.448
H -0.50 3.88 3.05 0.419
H -0.15 5.76 1.96 0.423
H 0.89 7.63 1.42 0.221
H 1.22 9.43 -0.22 0.241
H 0.50 9.11 -2.56 0.239
H -0.53 6.98 -3.25 0.233
H -0.94 5.21 -1.61 0.212
```

As for the charge: +2. The HOMO-LUMO gap is 6.7 eV. For the energy above the lowest of the compared OMol25 structures with the same formula, charge and spin, the calculation gives 118.1 kJ/mol.



3.
DFT (ωB97M-V/def2-TZVPD) results for 2 unconnected molecules or ions with the total composition C16H22N2O2 at a distorted geometry.

Structure (XYZ):
```
42
Properties=species:S:1:pos:R:3:nbo_charge:R:1
C -3.39 0.03 0.63 -0.601
C -1.96 0.04 1.21 -0.027
C -2.01 0.03 2.75 -0.616
C -1.17 -1.20 0.71 -0.514
C 0.29 -1.14 1.05 0.652
O 0.87 -2.19 1.21 -0.680
N 0.95 0.05 1.18 -0.733
C 0.28 1.23 1.06 0.652
O 0.83 2.30 1.23 -0.680
C -1.18 1.28 0.71 -0.514
H -3.36 0.03 -0.46 0.203
H -3.95 -0.85 0.94 0.204
H -3.95 0.91 0.94 0.204
H -1.00 0.03 3.16 0.220
H -2.52 0.91 3.14 0.204
H -2.52 -0.85 3.13 0.204
H -1.58 -2.11 1.14 0.223
H -1.27 -1.29 -0.37 0.218
H -1.28 1.36 -0.37 0.217
H -1.61 2.19 1.14 0.223
C 4.54 0.78 -0.31 -0.421
N 4.62 0.89 1.14 -0.294
C 5.68 1.75 1.65 -0.418
C 4.07 -0.11 1.91 0.331
C 4.12 -0.14 3.32 -0.203
C 4.03 1.05 4.10 -0.068
C 4.12 1.00 5.47 -0.242
C 4.32 -0.21 6.11 -0.140
C 4.40 -1.39 5.38 -0.225
C 4.28 -1.36 4.01 -0.109
H 5.13 1.55 -0.80 0.216
H 4.90 -0.19 -0.64 0.213
H 3.50 0.90 -0.63 0.261
H 6.32 2.11 0.85 0.223
H 5.25 2.62 2.16 0.225
H 6.30 1.19 2.35 0.221
H 3.74 -1.00 1.40 0.252
H 3.81 1.97 3.60 0.218
H 4.01 1.90 6.05 0.227
H 4.39 -0.25 7.18 0.222
H 4.55 -2.33 5.88 0.228
H 4.34 -2.27 3.44 0.226
```

As for the charge: 0. The HOMO-LUMO gap is 5.8 eV. For the energy above the lowest of the compared OMol25 structures with the same formula, charge and spin, the calculation gives 322.0 kJ/mol.



4.
DFT (ωB97M-V/def2-TZVPD) results for a single C16H22N4O molecule.

Structure (XYZ):
```
43
Properties=species:S:1:pos:R:3:nbo_charge:R:1
C 0.90 -3.08 0.07 -0.668
C 1.78 -1.89 -0.03 0.413
N 2.67 -1.72 -0.96 -0.462
C 3.28 -0.51 -0.70 0.070
C 4.29 0.16 -1.37 -0.188
C 4.70 1.37 -0.86 -0.230
C 4.12 1.92 0.28 -0.213
C 3.11 1.27 0.96 -0.275
C 2.70 0.05 0.46 0.146
N 1.74 -0.85 0.87 -0.394
C 0.86 -0.68 1.99 -0.308
C -0.32 0.29 1.74 0.668
O -1.20 0.40 2.57 -0.633
N -0.27 0.97 0.59 -0.618
C -1.26 1.95 0.21 -0.256
C -1.78 1.75 -1.23 -0.207
N -2.68 0.65 -1.49 -0.447
C -3.94 0.64 -0.77 -0.224
C -3.79 -0.35 0.39 -0.433
C -2.71 -1.33 -0.09 -0.429
C -2.16 -0.70 -1.39 -0.225
H 1.13 -3.74 -0.76 0.254
H -0.15 -2.79 0.02 0.230
H 1.07 -3.60 1.01 0.227
H 4.74 -0.27 -2.26 0.224
H 5.49 1.92 -1.36 0.214
H 4.48 2.88 0.64 0.215
H 2.67 1.71 1.85 0.219
H 0.45 -1.64 2.29 0.244
H 1.42 -0.27 2.84 0.236
H 0.52 0.87 -0.03 0.409
H -0.81 2.95 0.27 0.195
H -2.07 1.89 0.94 0.231
H -0.92 1.63 -1.90 0.193
H -2.31 2.66 -1.52 0.203
H -4.71 0.28 -1.46 0.188
H -4.21 1.64 -0.45 0.201
H -3.46 0.15 1.30 0.222
H -4.73 -0.85 0.61 0.211
H -1.93 -1.43 0.67 0.201
H -3.12 -2.32 -0.28 0.209
H -2.53 -1.26 -2.25 0.189
H -1.07 -0.71 -1.44 0.198
```

As for the charge: 0. The HOMO-LUMO gap is 9.0 eV. For the energy above the lowest of the compared OMol25 structures with the same formula, charge and spin, the calculation gives 0.0 kJ/mol.



5.
DFT (ωB97M-V/def2-TZVPD) results for a molecular structure, C16H22N4O2S.

Structure (XYZ):
```
45
Properties=species:S:1:pos:R:3:nbo_charge:R:1
C -1.85 -1.47 -3.68 -0.616
C -1.56 -0.97 -2.28 -0.372
C -2.61 0.02 -1.72 -0.255
C -2.58 1.36 -2.48 -0.585
C -3.95 -0.57 -1.82 0.292
N -5.00 -1.02 -1.86 -0.322
C -2.24 0.31 -0.26 0.720
O -1.13 0.79 -0.03 -0.668
N -3.14 0.02 0.69 -0.595
C -2.90 0.22 2.11 -0.272
C -2.41 -1.02 2.80 -0.191
C -1.23 -1.20 3.37 -0.166
C -0.10 -0.20 3.45 -0.276
N 0.66 -0.14 2.22 -0.626
C 1.78 -0.87 2.02 0.690
O 2.45 -1.35 2.92 -0.623
C 2.22 -0.99 0.56 -0.527
C 3.01 0.18 0.09 -0.193
C 4.36 0.32 0.07 -0.305
C 4.74 1.60 -0.43 0.198
C 6.15 2.08 -0.59 -0.642
N 3.75 2.40 -0.76 -0.611
S 2.31 1.64 -0.48 0.638
H -1.07 -2.15 -4.00 0.224
H -2.80 -2.00 -3.73 0.217
H -1.89 -0.65 -4.40 0.208
H -1.49 -1.82 -1.60 0.213
H -0.60 -0.46 -2.24 0.230
H -3.26 2.08 -2.04 0.224
H -1.57 1.76 -2.45 0.240
H -2.88 1.21 -3.52 0.223
H -4.02 -0.38 0.41 0.419
H -2.20 1.05 2.23 0.225
H -3.85 0.53 2.55 0.214
H -3.12 -1.84 2.82 0.202
H -1.03 -2.17 3.82 0.212
H -0.48 0.80 3.69 0.202
H 0.59 -0.48 4.24 0.243
H 0.17 0.22 1.41 0.426
H 2.84 -1.89 0.51 0.249
H 1.34 -1.14 -0.08 0.228
H 5.05 -0.44 0.39 0.229
H 6.87 1.33 -0.28 0.215
H 6.35 2.33 -1.63 0.230
H 6.31 2.98 0.01 0.232
```

As for the charge: 0. The HOMO-LUMO gap is 9.6 eV. For the energy above the lowest of the compared OMol25 structures with the same formula, charge and spin, the calculation gives 93.0 kJ/mol.



6.
DFT (ωB97M-V/def2-TZVPD) results for a single C16H22N4O6 molecule at a distorted geometry.

Structure (XYZ):
```
48
Properties=species:S:1:pos:R:3:nbo_charge:R:1
C -0.69 5.24 -1.99 -0.616
C 0.22 4.51 -2.97 -0.216
N 0.18 3.08 -2.79 -0.562
C 0.83 2.38 -1.85 0.247
C 1.78 2.99 -0.99 -0.307
C 2.47 2.27 -0.05 -0.079
C 2.28 0.88 0.08 -0.230
C 3.02 0.15 1.13 0.807
O 3.61 0.68 2.04 -0.589
O 2.96 -1.18 0.95 -0.512
C 3.46 -1.98 2.01 -0.177
C 2.83 -3.36 1.93 0.676
O 3.46 -4.38 2.06 -0.569
N 1.49 -3.38 1.64 -0.674
C 0.55 -2.32 1.73 0.803
O 0.71 -1.36 2.43 -0.635
N -0.53 -2.55 0.96 -0.620
C -1.63 -1.61 0.87 -0.233
C -2.93 -2.17 1.44 -0.219
C -3.40 -3.39 0.64 -0.612
C -4.00 -1.08 1.41 -0.604
C 1.35 0.26 -0.72 -0.101
C 0.61 0.98 -1.67 -0.028
N -0.37 0.26 -2.39 0.522
O -0.58 -0.90 -2.08 -0.406
O -1.00 0.83 -3.28 -0.430
H -1.72 4.91 -2.10 0.212
H -0.38 5.05 -0.96 0.211
H -0.65 6.31 -2.17 0.215
H -0.11 4.71 -3.99 0.209
H 1.25 4.87 -2.88 0.196
H -0.52 2.56 -3.31 0.436
H 1.95 4.05 -1.07 0.221
H 3.18 2.75 0.60 0.240
H 4.55 -2.09 1.93 0.218
H 3.22 -1.51 2.97 0.246
H 1.13 -4.31 1.46 0.410
H -0.55 -3.33 0.32 0.399
H -1.32 -0.72 1.43 0.234
H -1.77 -1.34 -0.18 0.212
H -2.76 -2.47 2.48 0.200
H -2.70 -4.21 0.74 0.200
H -4.37 -3.73 1.00 0.215
H -3.50 -3.13 -0.41 0.205
H -3.68 -0.22 1.99 0.211
H -4.19 -0.76 0.39 0.203
H -4.93 -1.45 1.83 0.211
H 1.16 -0.80 -0.63 0.257
```

As for the charge: 0. The HOMO-LUMO gap is 7.9 eV.



7.
DFT (ωB97M-V/def2-TZVPD) results for 2 unconnected molecules or ions with the total composition C16H22NO at a distorted geometry.

Structure (XYZ):
```
40
Properties=species:S:1:pos:R:3:nbo_charge:R:1
C -1.99 -1.67 0.70 -0.390
C -1.85 -0.19 1.18 -0.419
C -0.39 0.10 1.01 -0.390
C 0.34 -1.07 0.88 0.274
N 1.69 -1.22 0.91 -0.417
C 2.49 -0.05 1.28 -0.233
C 3.96 -0.26 0.96 -0.077
O 4.44 -1.51 1.44 -0.513
C 3.74 -2.61 0.84 -0.078
C 2.25 -2.56 1.11 -0.240
C -0.57 -2.27 0.69 -0.458
H -2.66 -2.23 1.36 0.225
H -2.42 -1.69 -0.31 0.197
H -2.50 0.50 0.62 0.180
H -2.15 -0.13 2.24 0.210
H 0.03 1.05 1.30 0.202
H 2.13 0.83 0.73 0.192
H 2.40 0.16 2.37 0.197
H 4.10 -0.17 -0.14 0.166
H 4.57 0.49 1.49 0.211
H 3.91 -2.64 -0.25 0.168
H 4.18 -3.50 1.32 0.215
H 2.07 -2.90 2.15 0.192
H 1.75 -3.26 0.43 0.216
H -0.46 -3.01 1.49 0.230
H -0.37 -2.79 -0.26 0.220
C -0.73 1.80 -1.03 -0.007
C -1.24 3.05 -0.65 -0.167
C -2.38 3.71 -1.10 -0.115
C -3.31 3.30 -2.05 -0.133
C -3.27 2.17 -2.86 -0.121
C -2.30 1.17 -2.89 -0.124
C -1.19 1.00 -2.07 -0.147
H 0.26 1.56 -0.63 0.250
H -0.65 3.60 0.09 0.244
H -2.58 4.68 -0.63 0.248
H -4.16 3.97 -2.21 0.249
H -4.09 2.07 -3.58 0.249
H -2.44 0.40 -3.66 0.246
H -0.58 0.12 -2.28 0.249
```

As for the charge: +1. The HOMO-LUMO gap is 5.2 eV. For the energy above the lowest of the compared OMol25 structures with the same formula, charge and spin, the calculation gives 177.1 kJ/mol.



8.
DFT (ωB97M-V/def2-TZVPD) results for a single C16H22O molecule at a distorted geometry.

Structure (XYZ):
```
39
Properties=species:S:1:pos:R:3:nbo_charge:R:1
C 1.33 3.00 1.23 -0.642
C 1.95 1.61 1.70 0.009
C 3.43 1.64 1.24 -0.624
C 2.04 1.53 3.25 -0.623
C 1.10 0.25 1.12 -0.196
C 1.08 0.30 -0.41 -0.413
C -0.29 0.71 -1.05 -0.424
C -1.32 -0.44 -0.73 0.246
C -1.77 -1.52 -1.71 -0.052
C -2.88 -1.09 -2.54 -0.241
C -3.58 -2.08 -3.29 -0.182
C -3.06 -3.45 -3.40 -0.226
C -1.93 -3.70 -2.70 -0.210
C -1.32 -2.85 -1.74 -0.210
O -2.33 -0.14 0.21 -0.504
C -1.20 -0.80 0.86 0.049
C -0.36 0.17 1.77 -0.448
H 0.93 2.97 0.16 0.211
H 1.84 3.92 1.48 0.219
H 0.46 3.20 1.83 0.206
H 3.65 1.25 0.28 0.209
H 4.07 1.15 1.90 0.203
H 3.75 2.67 1.35 0.206
H 2.26 2.49 3.63 0.210
H 1.08 1.14 3.68 0.206
H 2.70 0.73 3.58 0.209
H 1.64 -0.67 1.48 0.209
H 1.73 1.04 -0.84 0.211
H 1.43 -0.69 -0.86 0.210
H -0.16 0.82 -2.11 0.219
H -0.62 1.67 -0.61 0.221
H -3.58 -0.18 -2.56 0.245
H -4.40 -1.84 -3.99 0.208
H -3.61 -4.13 -4.05 0.222
H -1.35 -4.61 -2.97 0.210
H -0.35 -3.18 -1.14 0.233
H -1.23 -1.76 1.34 0.192
H -0.79 1.15 1.81 0.220
H -0.35 -0.28 2.82 0.214
```

As for the charge: 0. The HOMO-LUMO gap is 10.0 eV.



9.
DFT (ωB97M-V/def2-TZVPD) results for a single C16H22Si2 molecule at a distorted geometry.

Structure (XYZ):
```
40
Properties=species:S:1:pos:R:3:nbo_charge:R:1
C 2.64 1.24 5.46 -1.092
Si 2.31 1.95 3.73 1.571
C 3.47 1.13 2.47 -1.089
C 2.65 3.80 3.77 -1.092
C 0.58 1.66 3.23 -0.431
C -0.46 1.33 2.73 0.011
C -1.41 0.55 1.99 -0.118
C -2.63 0.06 2.49 -0.158
C -3.52 -0.62 1.68 -0.214
C -3.20 -0.86 0.36 -0.163
C -1.94 -0.53 -0.15 -0.166
C -1.64 -0.94 -1.48 0.166
C -1.39 -1.33 -2.61 -0.540
Si -0.87 -1.74 -4.26 1.579
C -2.01 -0.86 -5.43 -1.112
C 0.89 -1.28 -4.72 -1.090
C -1.27 -3.52 -4.73 -1.082
C -1.06 0.18 0.68 -0.139
H 2.31 1.88 6.27 0.239
H 3.71 0.98 5.58 0.237
H 2.03 0.35 5.57 0.238
H 3.50 1.75 1.59 0.236
H 4.52 1.03 2.80 0.241
H 3.08 0.14 2.21 0.240
H 2.40 4.21 2.80 0.236
H 3.73 3.93 4.01 0.235
H 2.06 4.26 4.56 0.239
H -2.91 0.24 3.52 0.219
H -4.46 -0.97 2.07 0.221
H -3.87 -1.43 -0.25 0.219
H -2.61 -0.10 -4.95 0.241
H -2.71 -1.55 -5.90 0.236
H -1.53 -0.42 -6.31 0.237
H 1.02 -1.24 -5.79 0.241
H 1.12 -0.28 -4.34 0.241
H 1.64 -1.95 -4.31 0.238
H -0.49 -4.25 -4.50 0.232
H -1.39 -3.49 -5.81 0.230
H -2.20 -3.85 -4.30 0.239
H -0.11 0.51 0.31 0.224
```

As for the charge: 0. The HOMO-LUMO gap is 9.1 eV. For the energy above the lowest of the compared OMol25 structures with the same formula, charge and spin, the calculation gives 185.8 kJ/mol.



10.
DFT (ωB97M-V/def2-TZVPD) results for a molecular structure, C16H23BCrN6 at a distorted geometry.

Structure (XYZ):
```
47
Properties=species:S:1:pos:R:3:lowdin_spin:R:1
H 0.90 -1.35 -2.64 0.002
N 1.06 0.57 -1.74 0.012
B 1.54 3.08 -1.37 0.003
N 1.56 1.77 -2.18 0.011
C 2.03 1.63 -3.43 0.019
Cr 0.10 0.37 -0.05 3.670
H 2.44 2.47 -3.95 0.002
C 1.84 0.30 -3.82 0.004
H 2.11 -0.12 -4.76 0.000
C 1.23 -0.34 -2.74 0.026
H 1.84 4.05 -2.04 0.000
C -0.02 -1.05 3.59 0.007
H -0.38 -1.92 4.13 0.000
H -0.85 -0.35 3.46 0.001
H 0.74 -0.60 4.22 0.000
N 2.55 2.87 -0.23 0.001
N 0.16 3.22 -0.70 0.016
N 2.40 1.81 0.66 0.027
N -0.56 2.20 -0.12 0.020
C 3.63 3.61 0.05 0.000
C -0.56 4.36 -0.66 0.020
H 3.88 4.49 -0.55 0.000
H -0.15 5.26 -1.07 0.002
C 4.25 3.05 1.15 0.001
C -1.78 4.08 -0.05 0.005
C 3.45 1.93 1.50 0.002
C -1.76 2.72 0.27 0.024
H 5.16 3.38 1.62 0.000
H -2.56 4.78 0.12 0.000
H 3.66 1.28 2.32 0.000
H -2.52 2.12 0.72 0.002
H 0.37 -1.32 2.61 0.006
C -1.33 -4.89 0.35 0.002
C -2.25 -3.67 0.35 0.009
C -3.23 -3.83 -0.81 0.004
C -3.06 -3.71 1.65 0.002
C -1.46 -2.39 0.26 0.067
C -0.85 -1.33 0.20 0.031
H -1.95 -5.80 0.44 0.000
H -0.63 -4.86 1.20 0.000
H -0.76 -4.96 -0.59 0.000
H -3.78 -4.78 -0.67 0.001
H -3.96 -3.02 -0.83 0.000
H -2.70 -3.88 -1.77 0.000
H -2.41 -3.65 2.53 0.000
H -3.79 -2.89 1.68 0.000
H -3.61 -4.66 1.69 0.000
```

As for the charge: 0. Its spin multiplicity is 5. The HOMO-LUMO gap (spin up / spin down) is 8.3 / 9.5 eV. For the energy above the lowest of the compared OMol25 structures with the same formula, charge and spin, the calculation gives 0.0 kJ/mol.